# 1
Below is a cluster of 2 separate species, C5H10NO2 in total, with properties calculated with wB97M-V/def2-TZVPD.

orbital gap = 8.306 eV
2S+1 = 1
net charge = -1
ΔE to the lowest compared entry with this formula, charge and spin = 31.2 kcal per mole
HOMO level = -4.161 eV

Geometry (Å):
1 C -2.17598 -1.90197 -1.13292
2 C -1.62594 -1.25632 -0.07336
3 N -2.30080 -0.34854 0.73263
4 C -1.56715 0.92347 0.95862
5 H -3.20353 -1.76828 -1.42185
6 H -1.52906 -2.58263 -1.68584
7 H -0.60168 -1.40167 0.19652
8 H -3.27258 -0.18855 0.42360
9 H -2.15588 1.55618 1.63036
10 H -0.57272 0.69127 1.41817
11 H -1.33322 1.42518 -0.00619
12 O 1.08964 -0.22150 -0.79406
13 C 1.78134 0.59165 -0.09577
14 O 1.35430 1.39608 0.78606
15 C 3.29267 0.58362 -0.36671
16 H 3.77013 1.31392 0.23035
17 H 3.72244 -0.42035 -0.15513
18 H 3.50053 0.77530 -1.43360

Forces on atoms 1 to 6 (eV/Å):
C 1.2326 0.0513 1.0755
C -1.4410 -0.3433 -1.0719
N -0.5767 0.5519 0.0665
C 0.5799 -0.7693 -0.0381
H -0.2349 0.1021 -0.1699
H -0.3905 0.0756 0.0661



# 2
Below is a structure of composition C5H10NO2, with properties calculated with wB97M-V/def2-TZVPD.

orbital gap = 3.532 eV
2S+1 = 1
net charge = -1
ΔE to the lowest compared entry with this formula, charge and spin = 272.0 kcal per mole
HOMO level = -2.625 eV

Geometry (Å):
1 C -2.24196 -1.26325 -0.01558
2 N -2.18986 -1.22988 1.39553
3 C -0.92380 -0.70438 1.67253
4 O 0.35788 -1.29201 0.91754
5 C 1.84859 -0.67706 -0.92896
6 C 1.11036 0.42309 -1.25018
7 C 1.48026 1.90086 -0.73773
8 O 0.65837 2.93222 -1.03685
9 H -3.15984 -1.70606 -0.39553
10 H -1.36556 -1.88053 -0.34824
11 H -2.11102 -0.25484 -0.54843
12 H -0.59830 -0.92312 2.72993
13 H -0.87759 0.35147 1.33024
14 H 0.99720 -1.13872 0.14215
15 H 2.44512 -1.25274 -1.64595
16 H 0.19553 0.36004 -1.83618
17 H 1.54666 1.76571 0.40944
18 H 2.48614 2.09062 -1.09207

Forces on atoms 1 to 6 (eV/Å):
C 0.2227 -0.2351 -1.1249
N 2.0024 0.1891 -0.0700
C 0.1221 -0.1244 0.2426
O -0.1845 -1.3889 1.7278
C -1.1590 3.3636 -3.4479
C 2.6870 -2.6670 0.6140



# 3
Below is the ion C5H10NO2 with charge -1, with properties calculated with wB97M-V/def2-TZVPD.

orbital gap = 5.980 eV
2S+1 = 1
structure (SMILES) = CC(=O)NCCC[O-]
net charge = -1
ΔE to the lowest compared entry with this formula, charge and spin = 78.4 kcal per mole
HOMO level = -2.326 eV

Geometry (Å):
1 C -1.14802 1.93595 0.33618
2 C -1.11234 0.98648 1.50266
3 O -1.20020 1.38140 2.67980
4 N -1.01529 -0.36963 1.24164
5 C -0.43141 -0.99484 -0.00799
6 C 0.89180 -0.34393 -0.39955
7 C 1.80413 -1.37190 -1.56210
8 O 2.87996 -1.72575 -0.94173
9 H -0.10319 2.00889 -0.08641
10 H -1.37483 2.97536 0.72677
11 H -1.99760 1.79077 -0.34299
12 H -0.83055 -0.90405 2.07367
13 H -1.19180 -0.62522 -0.76668
14 H -0.48706 -2.17511 0.01799
15 H 0.74011 0.60699 -0.90194
16 H 1.55277 -0.46283 0.49009
17 H 0.95195 -2.08940 -1.76008
18 H 2.07156 -0.62317 -2.29933

Forces on atoms 1 to 6 (eV/Å):
C 0.3706 2.2493 0.5425
C -0.1848 -1.0605 1.3369
O 0.0472 -0.2397 -1.3467
N 0.4035 -0.0730 -0.1117
C -1.7080 1.2375 -1.1840
C 0.5371 -2.8996 -0.4479



# 4
Below is the ion C5H10NO2 with charge -1, with properties calculated with wB97M-V/def2-TZVPD.

orbital gap = 7.421 eV
2S+1 = 1
structure (SMILES) = CC(C)[C@H](N)C(=O)[O-]
net charge = -1
ΔE to the lowest compared entry with this formula, charge and spin = 37.2 kcal per mole
HOMO level = -3.480 eV

Geometry (Å):
1 C -0.74327 -0.03221 -1.71937
2 C -0.06161 -0.59407 -0.47478
3 C 1.41763 -0.20971 -0.74583
4 C -0.75016 -0.10671 0.74118
5 N -0.96638 1.34643 0.81392
6 C 0.19422 -0.50530 2.07691
7 O 0.70981 0.47018 2.65201
8 O 0.23045 -1.72436 2.36238
9 H -1.62759 0.49985 -1.54381
10 H -0.90658 -0.59798 -2.60654
11 H -0.03733 0.65922 -2.30943
12 H -0.05778 -1.74090 -0.42671
13 H 2.02434 -0.70950 -0.04723
14 H 1.64937 0.81846 -0.52478
15 H 1.86848 -0.60544 -1.66583
16 H -1.62820 -0.50868 0.92366
17 H -1.23816 1.71233 1.70263
18 H -0.07724 1.82841 0.79163

Forces on atoms 1 to 6 (eV/Å):
C 1.6183 1.0608 -2.0990
C 0.7676 -1.3248 -2.6579
C 0.1076 -0.7898 1.3665
C 5.5649 2.9822 3.3864
N 0.2013 0.8929 -1.8706
C -1.0166 -0.3216 -0.8013



# 5
Below is the ion C5H10NO2 with charge -1, with properties calculated with wB97M-V/def2-TZVPD.

orbital gap = 6.017 eV
2S+1 = 1
structure (SMILES) = O=CCCCNC[O-]
net charge = -1
ΔE to the lowest compared entry with this formula, charge and spin = 70.8 kcal per mole
HOMO level = -2.566 eV

Geometry (Å):
1 O -2.47350 2.87309 1.26427
2 C -1.76455 1.91636 1.07810
3 C -0.51115 1.88381 0.25076
4 C -0.52834 0.71254 -0.76995
5 C 0.71096 -0.20376 -0.66788
6 N 0.38851 -1.60578 -0.42122
7 C 1.57504 -2.37271 0.17873
8 O 2.19902 -3.10038 -0.73376
9 H -2.03726 0.91265 1.45719
10 H -0.35281 2.86289 -0.21100
11 H 0.31143 1.73967 0.95056
12 H -0.63830 1.11102 -1.77752
13 H -1.35273 0.07660 -0.44392
14 H 1.39267 0.18279 0.09372
15 H 1.30217 -0.11887 -1.59447
16 H 0.39760 -2.07469 -1.32367
17 H 2.24592 -1.63770 0.69522
18 H 1.12557 -2.93127 1.04381

Forces on atoms 1 to 6 (eV/Å):
O 0.0286 0.0471 0.1630
C 0.0454 -0.1305 -0.6196
C 0.0801 0.4082 -0.3003
C 0.4193 0.0691 1.1486
C 0.3987 0.0115 -0.8446
N 0.3825 0.4540 0.4088



# 6
Below is the ion C5H10NO2 with charge +1, with properties calculated with wB97M-V/def2-TZVPD.

orbital gap (spin up / spin down) = 7.455 / 7.125 eV
2S+1 = 3
net charge = +1
ΔE to the lowest compared entry with this formula, charge and spin = 2.7 kcal per mole
HOMO level (spin up / spin down) = -10.689 / -14.566 eV

Geometry (Å):
1 C 0.75663 1.29218 -0.15223
2 C -0.03288 0.19185 -0.31545
3 C -1.49445 0.13250 -0.10088
4 C -2.29347 1.26345 0.19850
5 C 1.39212 -1.89126 0.50791
6 N 0.52852 -1.11136 -0.46271
7 O -1.97778 -0.98785 -0.36828
8 O 2.10147 1.29541 -0.38706
9 H 0.39320 2.26010 0.21675
10 H -3.14798 1.03941 0.69597
11 H -1.63638 2.01796 0.64850
12 H -2.76510 1.65719 -0.73688
13 H 2.30744 -1.34028 0.62013
14 H 0.85618 -1.97976 1.47718
15 H 1.55587 -2.98244 0.19537
16 H -0.28656 -1.75202 -0.57915
17 H 1.17376 -1.21575 -1.25493
18 H 2.56940 2.11067 -0.20273

Forces on atoms 1 to 6 (eV/Å):
C 4.0451 6.4535 1.1521
C -3.6603 -3.5947 0.6264
C 2.1154 -2.6452 -1.8573
C 1.3776 3.1167 -1.8802
C -0.3877 -0.9996 2.1836
N 0.7988 -2.4628 -1.0209



net charge of number 1 (C5H10NO2)? -1



What did the second record say?
Below is a structure of composition C5H10NO2, with properties calculated with wB97M-V/def2-TZVPD.

orbital gap = 3.532 eV
2S+1 = 1
net charge = -1
ΔE to the lowest compared entry with this formula, charge and spin = 272.0 kcal per mole
HOMO level = -2.625 eV

Geometry (Å):
1 C -2.24196 -1.26325 -0.01558
2 N -2.18986 -1.22988 1.39553
3 C -0.92380 -0.70438 1.67253
4 O 0.35788 -1.29201 0.91754
5 C 1.84859 -0.67706 -0.92896
6 C 1.11036 0.42309 -1.25018
7 C 1.48026 1.90086 -0.73773
8 O 0.65837 2.93222 -1.03685
9 H -3.15984 -1.70606 -0.39553
10 H -1.36556 -1.88053 -0.34824
11 H -2.11102 -0.25484 -0.54843
12 H -0.59830 -0.92312 2.72993
13 H -0.87759 0.35147 1.33024
14 H 0.99720 -1.13872 0.14215
15 H 2.44512 -1.25274 -1.64595
16 H 0.19553 0.36004 -1.83618
17 H 1.54666 1.76571 0.40944
18 H 2.48614 2.09062 -1.09207

Forces on atoms 1 to 6 (eV/Å):
C 0.2227 -0.2351 -1.1249
N 2.0024 0.1891 -0.0700
C 0.1221 -0.1244 0.2426
O -0.1845 -1.3889 1.7278
C -1.1590 3.3636 -3.4479
C 2.6870 -2.6670 0.6140